Computed, not measured: C3H8N2O2 as an isolated structure, with ωB97M-V/def2-TZVPD.

Structure (XYZ):
```
15
C3H8N2O2, DFT ωB97M-V/def2-TZVPD
O 1.69 -2.58 -0.34
O -2.34 -1.08 1.10
N -1.20 -1.58 0.87
N -0.29 -0.88 0.31
C 0.19 1.44 1.14
C -0.42 0.58 0.10
C 0.20 1.13 -1.17
H 1.57 -2.75 -1.28
H -1.51 0.75 0.04
H -0.36 2.09 -1.43
H 0.15 0.60 -2.18
H -0.61 1.59 1.98
H 1.21 1.37 -0.98
H 0.99 0.95 1.82
H 0.74 -1.62 0.02
```

Values from the calculation:
- total charge = -2
- maximum force (Eh/bohr) = 0.084
- relative energy (zero: lowest compared OMol25 entry of this formula, charge and spin) (eV) = 1.328
- orbital gap (eV) = 5.409
- HOMO (eV) = 1.93
- LUMO level (Ha) = 0.270
- multiplicity = 1
- E_tot (a.u.) = -378.8544